No. 1
ORCA calculation (ωB97M-V with the def2-TZVPD basis set) on a single CH3F2N2P molecule in a non-equilibrium geometry.

```
9
CH3F2N2P | OMol25 | ωB97M-V with the def2-TZVPD basis set
H 2.163 -1.167 -1.125
N 1.270 -0.803 -1.206
C 0.975 -0.310 -0.056
P -0.714 0.335 0.001
N -1.009 0.938 1.423
F -0.633 1.293 -1.242
F -1.643 -0.789 -0.606
H 1.531 -0.428 0.838
H -1.941 0.932 1.974
```

The value obtained for the relative energy (zero: lowest compared OMol25 entry of this formula, charge and spin) is 0.000 eV. The multiplicity is 1. The calculation puts the LUMO energy at 0.0003 hartree. The largest force on an atom is 0.0560 hartree/bohr. As for the HOMO-LUMO gap: 10.18 eV. The SMILES is [H]/N=C/P(=N)(F)F. The HOMO energy is -0.3739 Eh. The value obtained for the total energy is -18790.4760 eV.

***

No. 2
ORCA calculation (ωB97M-V with the def2-TZVPD basis set) on 9 unconnected molecules or ions with the total composition C37H49N8O15 in a non-equilibrium geometry.

```
109
C37H49N8O15 | OMol25 | ωB97M-V with the def2-TZVPD basis set
C 2.850 2.909 6.774
O 2.838 3.789 5.806
O 3.442 1.832 6.570
O 2.093 3.023 7.799
H 3.883 1.714 5.755
C 5.679 5.149 0.365
C 6.218 3.928 -0.487
C 6.201 2.551 0.138
C 5.466 2.438 1.488
C 5.322 3.763 2.366
C 5.500 5.054 1.739
N 5.228 1.108 2.030
O 5.421 0.157 1.418
O 4.739 1.067 3.126
H 5.831 6.086 -0.120
H 6.549 4.060 -1.458
H 6.516 1.622 -0.259
H 5.081 3.694 3.272
H 5.425 6.130 2.272
C 4.322 2.522 10.555
C 4.271 2.848 12.059
C 5.044 2.055 13.053
C 5.804 0.926 12.608
C 5.741 0.405 11.144
C 5.107 1.402 10.159
N 6.575 0.096 13.605
O 6.884 0.775 14.689
O 6.978 -1.012 13.279
H 3.729 3.075 9.792
H 3.795 3.807 12.372
H 5.119 2.522 14.053
H 6.092 -0.503 10.844
H 4.866 1.326 9.073
C -1.019 6.545 6.256
C -2.336 7.228 6.550
C -3.064 6.487 7.758
C -2.561 5.245 8.443
C -1.145 4.785 7.996
C -0.443 5.453 6.855
N -3.298 4.618 9.603
O -2.759 3.734 10.259
O -4.472 4.974 9.767
H -0.251 7.147 5.477
H -2.592 8.086 5.901
H -4.033 6.918 8.170
H -0.881 3.757 8.362
H 0.669 5.159 6.547
C -0.912 -0.653 7.037
C -2.093 -0.952 8.059
C -2.242 -0.377 9.356
C -1.262 0.677 9.807
C -0.143 1.056 8.825
C 0.007 0.306 7.514
N -1.318 1.191 11.206
O -0.243 1.782 11.684
O -2.197 0.716 11.911
H -0.735 -1.116 6.098
H -2.918 -1.551 7.745
H -2.898 -0.587 10.068
H 0.669 1.764 9.230
H 0.903 0.308 6.917
C 1.413 7.110 12.163
O 2.032 8.116 12.423
N 1.771 6.141 11.244
C 0.855 5.005 10.986
C 3.080 6.239 10.559
H 0.464 6.799 12.535
H 1.176 4.234 11.718
H 1.207 4.742 10.076
H -0.207 5.019 11.080
H 3.684 5.692 10.961
H 3.496 7.333 10.635
H 2.749 5.954 9.474
C 3.324 -2.321 3.652
O 2.694 -3.051 2.867
N 3.304 -2.654 4.917
C 3.836 -1.703 5.923
C 2.431 -3.832 5.405
H 3.770 -1.493 3.436
H 4.346 -2.239 6.678
H 2.996 -1.184 6.521
H 4.669 -1.151 5.619
H 2.651 -4.012 6.489
H 2.529 -4.566 4.553
H 1.306 -3.158 5.402
C -1.423 0.948 3.248
O -1.711 -0.261 2.996
N -0.275 1.421 3.715
C -0.007 2.822 4.216
C 0.881 0.603 3.764
H -2.244 1.800 3.232
H -0.643 3.450 3.903
H 0.913 3.136 3.818
H -0.187 2.836 5.228
H 1.670 0.880 4.590
H 1.324 0.755 2.788
H 0.729 -0.520 3.933
C 8.666 4.781 6.362
O 9.782 5.407 6.303
N 7.592 5.277 5.659
C 6.275 4.596 5.979
C 7.685 6.430 4.839
H 8.382 3.876 6.724
H 5.342 4.971 5.384
H 6.005 4.499 7.075
H 6.233 3.630 5.547
H 7.081 6.363 3.784
H 8.602 6.633 4.552
H 7.358 7.148 5.637
```

The value obtained for the relative energy (zero: lowest compared OMol25 entry of this formula, charge and spin) is 1.559 eV. The multiplicity is 1. The calculation puts the LUMO energy at 0.0070 hartree. The largest force on an atom is 0.2457 hartree/bohr. As for the HOMO-LUMO gap: 6.35 eV. The HOMO energy is -0.2265 Eh. The value obtained for the total energy is -81770.0317 eV. The total charge is -1.

***

No. 3
ORCA calculation (ωB97M-V with the def2-TZVPD basis set) on a single C5H7FN2 molecule in a non-equilibrium geometry.

```
15
C5H7FN2 | OMol25 | ωB97M-V with the def2-TZVPD basis set
C 1.667 -1.571 -0.037
C 0.905 -0.333 -0.592
N 1.438 1.060 -0.467
C 0.212 1.644 0.021
C -0.393 0.153 0.233
F -0.244 -0.138 1.577
C -1.797 -0.196 -0.225
N -2.853 -0.552 -0.645
H 1.115 -2.448 0.024
H 2.387 -1.435 0.889
H 2.397 -1.897 -1.079
H 0.577 -0.628 -1.638
H 1.974 1.295 -1.227
H 0.512 2.347 0.903
H -0.438 2.276 -0.680
```

The value obtained for the relative energy (zero: lowest compared OMol25 entry of this formula, charge and spin) is 3.310 eV. The multiplicity is 1. The calculation puts the LUMO energy at 0.0262 hartree. The largest force on an atom is 0.1086 hartree/bohr. As for the HOMO-LUMO gap: 10.27 eV. The SMILES is C[C@@H]1NC[C@@]1(F)C#N. The HOMO energy is -0.3511 Eh. The value obtained for the total energy is -10992.9980 eV.

***

No. 4
ORCA calculation (ωB97M-V with the def2-TZVPD basis set) on a single C4H4N2S molecule in a non-equilibrium geometry.

```
11
C4H4N2S | OMol25 | ωB97M-V with the def2-TZVPD basis set
C 2.022 0.362 0.080
C 1.045 -0.632 -0.063
N -0.389 -0.532 -0.011
C -1.150 0.605 0.032
S -0.730 2.189 -0.016
C -2.565 0.207 -0.098
N -3.606 -0.406 0.072
H 3.024 -0.089 -0.183
H 1.870 1.320 0.184
H 1.368 -1.665 0.019
H -0.889 -1.359 -0.015
```

The value obtained for the relative energy (zero: lowest compared OMol25 entry of this formula, charge and spin) is 2.411 eV. The multiplicity is 1. The calculation puts the LUMO energy at -0.0372 hartree. The largest force on an atom is 0.1647 hartree/bohr. As for the HOMO-LUMO gap: 8.30 eV. The SMILES is C=CNC(=S)C#N. The HOMO energy is -0.3423 Eh. The value obtained for the total energy is -18025.8297 eV.

***

No. 5
ORCA calculation (ωB97M-V with the def2-TZVPD basis set) on 5 unconnected molecules or ions with the total composition C3H14N2O3 in a non-equilibrium geometry.

```
22
C3H14N2O3 | OMol25 | ωB97M-V with the def2-TZVPD basis set
C 0.956 -1.427 1.119
C -0.295 -1.766 0.249
N 0.003 -1.906 -1.128
C -1.686 1.881 -0.478
N -1.146 2.570 0.419
H 1.506 -0.589 0.691
H 0.442 -1.089 2.037
H 1.531 -2.315 1.372
H -1.048 -0.987 0.399
H -0.718 -2.691 0.658
H 0.536 -2.750 -1.283
H -1.839 2.312 -1.482
H -2.031 0.857 -0.376
H 0.265 -0.954 -1.557
H 1.139 0.113 -3.032
O 0.561 0.334 -2.277
H 1.297 2.215 0.057
H 1.354 1.104 -1.070
O 1.828 1.478 -0.264
H -0.956 1.045 2.825
H -0.736 1.901 1.187
O -0.964 0.663 1.934
```

The value obtained for the relative energy (zero: lowest compared OMol25 entry of this formula, charge and spin) is 9.010 eV. The multiplicity is 1. The calculation puts the LUMO energy at -0.1815 hartree. The largest force on an atom is 0.0312 hartree/bohr. As for the HOMO-LUMO gap: 3.58 eV. The HOMO energy is -0.3130 Eh. The value obtained for the total energy is -12452.1475 eV.

***

No. 6
ORCA calculation (ωB97M-V with the def2-TZVPD basis set) on a molecular structure, C24H25N7O3Se2Ti.

```
62
C24H25N7O3Se2Ti | OMol25 | ωB97M-V with the def2-TZVPD basis set
Ti -0.964 -0.819 0.468
C 4.614 1.464 -0.380
Se 2.878 2.143 0.168
C 2.527 0.843 1.575
C 2.671 -0.606 1.160
Se 1.663 -1.058 -0.460
C 2.073 -2.953 -0.420
H 5.026 2.178 -1.090
H 4.518 0.496 -0.870
H 5.279 1.393 0.478
H 1.511 1.082 1.887
H 3.197 1.043 2.412
H 2.322 -1.269 1.953
H 3.706 -0.860 0.930
H 3.139 -3.084 -0.593
H 1.511 -3.422 -1.225
H 1.785 -3.382 0.536
C -1.013 -0.558 -2.781
N -1.783 -0.664 -1.553
C -3.041 -0.391 -1.559
C -3.723 -0.351 -0.314
C -5.036 -0.133 0.063
C -5.055 -0.183 1.469
C -3.754 -0.425 1.881
N -2.935 -0.529 0.808
C -0.297 -1.840 -3.139
C -0.879 -3.080 -2.902
C -0.228 -4.248 -3.275
C 1.011 -4.188 -3.897
C 1.599 -2.953 -4.137
C 0.950 -1.788 -3.756
H -0.289 0.251 -2.653
H -1.675 -0.262 -3.601
H -3.564 -0.173 -2.488
H -5.869 0.046 -0.598
H -5.909 -0.053 2.112
H -3.364 -0.523 2.882
H -1.845 -3.134 -2.415
H -0.691 -5.207 -3.078
H 1.518 -5.098 -4.189
H 2.568 -2.897 -4.617
H 1.417 -0.826 -3.932
O -1.448 2.384 -1.149
C -0.886 2.164 -0.100
O -0.438 0.980 0.260
C -0.615 3.257 0.903
C -0.960 4.559 0.575
C -0.691 5.559 1.495
C -0.094 5.214 2.695
C 0.212 3.880 2.933
N -0.042 2.912 2.056
H -1.422 4.758 -0.381
H -0.941 6.589 1.277
H 0.139 5.960 3.443
H 0.685 3.572 3.858
O -0.997 -3.900 0.334
N -0.986 -2.732 0.383
N 1.553 1.799 5.312
C 1.116 0.811 4.903
N 0.668 -0.374 4.507
C 0.058 -0.545 3.422
N -0.481 -0.828 2.413
```

The value obtained for the relative energy (zero: lowest compared OMol25 entry of this formula, charge and spin) is 0.223 eV. The multiplicity is 3. The calculation puts the LUMO energy (spin up / spin down) at -0.0356 / -0.0520 hartree. The largest force on an atom is 0.0049 hartree/bohr. As for the HOMO-LUMO gap (spin up / spin down): 7.27 / 6.87 eV. The HOMO energy (spin up / spin down) is -0.3026 / -0.3045 Eh. The value obtained for the total energy is -195675.3823 eV.

***

No. 7
ORCA calculation (ωB97M-V with the def2-TZVPD basis set) on a single C4H11NSi2 molecule in a non-equilibrium geometry.

```
18
C4H11NSi2 | OMol25 | ωB97M-V with the def2-TZVPD basis set
C 3.072 0.448 0.190
C 1.855 0.550 0.620
Si 0.440 1.111 -0.466
N -0.876 -0.022 -0.013
Si -2.864 0.766 0.123
C -0.734 -1.365 0.177
C 0.209 -2.094 -0.432
H 3.809 0.046 0.907
H 3.453 1.214 -0.636
H 1.500 -0.051 1.583
H -0.148 2.251 0.048
H 0.547 1.302 -1.850
H -3.031 0.406 1.681
H -3.132 2.250 -0.359
H -3.405 -0.255 -0.811
H -1.728 -1.847 0.520
H 0.136 -3.074 -0.175
H 0.899 -1.637 -1.105
```

The value obtained for the relative energy (zero: lowest compared OMol25 entry of this formula, charge and spin) is 2.757 eV. The multiplicity is 1. The calculation puts the LUMO energy at 0.0138 hartree. The largest force on an atom is 0.0835 hartree/bohr. As for the HOMO-LUMO gap: 7.93 eV. The SMILES is C=C[SiH2]N([SiH3])C=C. The HOMO energy is -0.2777 Eh. The value obtained for the total energy is -21567.8583 eV.